A cluster of 3 separate species, C5H15NO2 in total in a non-equilibrium geometry. Source: the Open Molecules 2025 dataset; level of theory: the ωB97M-V functional and the def2-TZVPD basis.

Geometry (Å):
C (0.1323, 2.0326, 0.3766)
C (0.9218, 1.1438, -0.2339)
C (0.7132, 0.7551, -1.6639)
C (2.1667, 0.6057, 0.3997)
H (-0.6469, 2.5450, -0.1680)
H (0.3745, 2.4155, 1.3563)
H (0.7346, -0.3273, -1.7537)
H (1.5206, 1.1506, -2.2842)
H (-0.2369, 1.1249, -2.0406)
H (3.0291, 0.7621, -0.2500)
H (2.3580, 1.0685, 1.3639)
H (2.0417, -0.4694, 0.5484)
C (-0.3388, -2.5721, -0.3252)
N (-0.1474, -1.5577, 0.6976)
H (-0.7691, -2.1072, -1.2047)
H (0.6270, -3.0009, -0.5952)
H (-0.9967, -3.3928, -0.0204)
H (0.2209, -1.9814, 1.5436)
H (-1.0344, -1.1213, 0.9375)
O (-2.2475, 0.6142, 1.3981)
O (-3.0716, 0.6832, 0.2349)
H (-1.3952, 1.0481, 1.0751)
H (-3.9560, 0.5808, 0.6081)

Computed properties:
- Electronic energy: -11009.766 eV
- LUMO level: 0.91 eV
- Net charge: 0
- Spin multiplicity: 1
- Maximum force: 0.025 hartree/bohr
- Energy relative to the best compared isomer or geometry (same formula, charge and spin): 96.4 kcal per mole
- Structure (SMILES): C=C(C)C.CN.OO
- Frontier orbital gap: 0.3651 Ha
- M: 121.18 g/mol